This record from OMol25 describes a cluster of 2 separate species, CH7N3O in total. The level of theory is ωB97M-V with the def2-TZVPD basis set.

```
12
Properties=species:S:1:pos:R:3:lowdin_charge:R:1
N 0.767 0.316 0.675 0.06
C 0.187 -0.645 0.041 -0.60
N 0.519 -1.992 0.270 0.11
N -0.792 -0.389 -0.868 0.15
H 0.984 -0.002 1.612 0.06
H 1.532 -1.988 0.305 0.09
H 0.076 -2.703 -0.299 0.08
H -1.360 -1.094 -1.290 0.10
H -0.976 0.595 -1.012 0.08
O -0.654 2.629 -0.009 -0.10
H -0.149 1.883 0.354 -0.04
H -0.134 3.390 0.220 0.02
```

Output
Lowest unoccupied orbital energy ... 0.027 Ha
Orbital gap ... 9.9 eV
SMILES string ... N=C(N)N.O
HOMO energy ... -9.11 eV
Calculated total energy ... -281.81655 Eh

---

This record from OMol25 describes a cluster of 2 separate species, C4H7ClN2 in total in a non-equilibrium geometry. The level of theory is ωB97M-V with the def2-TZVPD basis set.

```
14
Properties=species:S:1:pos:R:3:lowdin_charge:R:1
H -0.344 0.231 1.514 0.03
N -0.906 0.704 0.807 0.06
C -1.319 -0.153 -0.067 -0.35
C -1.323 -1.649 -0.016 -0.13
H -1.714 0.301 -0.953 0.09
H -2.446 -1.833 0.259 0.12
H -0.720 -2.100 0.864 0.07
H -0.927 -2.135 -0.841 0.03
N 2.021 2.637 -0.119 0.20
C 1.723 1.482 -0.167 -0.29
C 1.581 0.242 -0.464 -0.62
Cl 1.853 -1.227 0.419 0.62
H 1.536 3.407 0.208 0.05
H 0.984 0.095 -1.445 0.11
```

Output
Lowest unoccupied orbital energy ... 0.023 Ha
Orbital gap ... 9.1 eV
SMILES string ... [H]/N=C\C.N=C=CCl
HOMO energy ... -8.49 eV
Calculated total energy ... -726.20006 Eh

---

This record from OMol25 describes an isolated molecule of C3H6N2S in a non-equilibrium geometry. The level of theory is ωB97M-V with the def2-TZVPD basis set.

```
12
Properties=species:S:1:pos:R:3:lowdin_charge:R:1
H 1.883 -1.011 -0.550 0.01
N 1.446 -1.726 -0.055 0.09
C 0.202 -1.535 0.030 -0.33
N -0.586 -0.315 -0.132 -0.55
S -2.387 -0.489 -0.046 0.66
C -0.110 0.907 -0.604 -0.36
C 0.687 1.524 0.451 -0.02
H -0.420 -2.414 0.373 0.11
H -2.545 0.541 1.116 -0.03
H -0.286 1.273 -1.835 0.18
H 0.746 1.068 1.674 0.16
H 1.369 2.178 -0.423 0.11
```

Output
Lowest unoccupied orbital energy ... 0.016 Ha
Orbital gap ... 9.4 eV
SMILES string ... [H]/N=C\N(S)C=C
HOMO energy ... -8.98 eV
Calculated total energy ... -625.40266 Eh

---

This record from OMol25 describes a cluster of 6 separate species, H12O6 in total in a non-equilibrium geometry. The level of theory is ωB97M-V with the def2-TZVPD basis set.

```
18
Properties=species:S:1:pos:R:3:lowdin_charge:R:1
O -3.570 -16.747 4.436 -0.06
H -2.751 -16.597 4.897 0.01
H -3.322 -16.815 3.533 -0.01
O -1.630 -15.276 5.580 -0.04
H -0.754 -15.714 5.559 0.08
H -1.654 -14.586 4.918 0.06
O -6.187 -16.092 1.946 -0.05
H -7.134 -15.937 1.941 0.04
H -5.962 -16.522 2.762 0.01
O -4.173 -15.699 7.093 -0.03
H -3.287 -15.696 7.345 -0.02
H -4.090 -16.272 6.307 0.01
O -2.890 -16.491 1.714 -0.01
H -2.613 -17.255 1.180 0.08
H -2.202 -15.883 1.693 0.02
O -4.610 -14.329 4.283 -0.06
H -4.364 -15.230 4.410 -0.06
H -4.543 -14.126 3.345 0.03
```

Output
Lowest unoccupied orbital energy ... -0.004 Ha
Orbital gap ... 10.3 eV
SMILES string ... O.O.O.O.O.O
HOMO energy ... -10.37 eV
Calculated total energy ... -458.61418 Eh